1.
# C21H52O15S5

8 unconnected molecules or ions with the total composition C21H52O15S5 in a non-equilibrium geometry (ωB97M-V with the def2-TZVPD basis set, OMol25).

```
93
Properties=species:S:1:pos:R:3:forces:R:3
O -6.455 -11.004 15.449 0.273 0.273 0.742
S -7.267 -10.128 14.675 0.155 0.031 -3.241
O -8.115 -9.097 15.189 0.664 -0.074 0.287
O -6.272 -9.341 13.535 -0.950 -0.956 1.690
C -4.888 -9.775 13.427 0.081 -0.013 0.531
C -4.762 -10.978 12.520 -0.667 0.107 -0.677
C -8.309 -11.162 13.613 0.024 0.643 -0.413
H -4.443 -9.966 14.428 -0.523 0.018 -0.539
H -4.347 -8.912 13.026 -0.308 -0.062 -0.062
H -5.229 -11.862 12.965 0.361 0.048 0.120
H -3.698 -11.143 12.320 -0.252 -0.237 -0.090
H -5.325 -10.811 11.563 0.723 0.055 0.682
H -7.774 -12.050 13.263 0.091 0.264 0.272
H -8.614 -10.555 12.740 0.187 -0.182 0.508
H -9.218 -11.451 14.157 0.371 0.078 0.096
O -16.839 -9.372 15.271 -1.269 -0.972 -0.371
S -15.531 -8.961 15.574 2.931 4.407 0.127
O -14.376 -9.767 15.775 -0.263 -1.240 0.123
O -14.945 -7.971 14.315 -1.459 -0.719 0.587
C -15.899 -7.112 13.577 -0.539 0.173 1.596
C -15.147 -6.229 12.617 0.009 -0.093 0.743
C -15.523 -7.762 16.990 -0.166 -0.325 -0.943
H -16.369 -6.460 14.361 0.073 -0.539 -0.757
H -16.678 -7.703 13.078 0.292 -0.103 0.269
H -14.678 -6.813 11.851 0.604 -0.306 -0.323
H -14.443 -5.654 13.223 0.211 0.056 -0.448
H -15.825 -5.556 12.105 -0.230 0.176 0.122
H -14.502 -7.292 17.006 -1.090 -0.452 0.034
H -15.816 -8.277 17.920 0.465 -0.142 -0.465
H -16.345 -7.066 16.791 0.416 0.144 -0.092
C -11.104 -6.834 12.208 1.054 -1.394 -0.805
O -11.022 -7.938 11.203 -0.014 0.737 0.879
H -11.041 -5.930 11.634 0.030 0.698 0.101
H -12.059 -6.921 12.689 -0.386 -0.079 0.196
H -10.279 -6.934 12.944 -0.556 0.204 -0.466
H -10.196 -7.807 10.721 -0.134 -0.064 0.088
C -12.333 -12.896 14.724 -0.490 1.715 -0.836
O -11.187 -12.470 13.975 0.492 -1.271 0.439
H -13.105 -13.240 14.035 -0.173 -0.138 0.031
H -12.169 -13.674 15.456 0.777 -0.136 -0.059
H -12.716 -12.003 15.235 -0.252 -0.374 0.194
H -11.351 -11.662 13.465 -0.169 -0.045 0.358
C -12.863 -10.107 12.914 -1.549 0.809 0.245
O -11.469 -10.002 12.912 0.893 0.368 -0.535
H -13.295 -9.271 12.359 -0.111 0.007 -0.157
H -13.243 -11.019 12.446 0.135 -0.177 0.078
H -13.263 -9.983 13.932 0.275 -0.413 -0.366
H -11.248 -9.340 12.214 0.229 -0.421 0.379
C -11.070 -8.609 18.016 2.576 -1.027 0.108
C -10.848 -9.249 16.628 -0.193 -0.931 0.562
C -11.054 -8.209 15.557 0.124 0.986 -0.779
S -11.160 -6.611 16.392 1.509 -0.437 0.423
O -12.552 -6.365 16.634 -1.010 0.522 0.027
O -10.326 -5.584 15.788 -0.618 -0.589 0.188
C -10.467 -7.246 17.946 -0.381 1.897 -0.235
H -10.462 -9.181 18.734 -0.481 -0.032 -0.010
H -12.075 -8.633 18.320 -1.358 0.213 0.322
H -11.507 -10.128 16.580 0.085 0.362 -0.484
H -9.817 -9.617 16.528 -0.395 0.170 0.283
H -11.977 -8.248 14.982 -0.009 -0.299 -0.004
H -10.184 -8.128 14.900 -0.294 -0.180 0.013
H -10.712 -6.530 18.748 -0.155 -0.344 -0.300
H -9.391 -7.206 17.814 0.225 -0.403 -0.047
C -10.424 -11.824 10.221 -0.171 -1.315 0.259
C -10.646 -10.931 9.006 -0.027 0.031 -1.141
C -12.156 -10.713 8.915 0.323 0.145 1.103
S -12.875 -12.338 9.247 0.290 0.338 -1.320
O -12.975 -13.093 8.009 -0.338 0.563 0.499
O -14.022 -12.190 10.109 0.028 -0.131 0.106
C -11.451 -12.989 10.071 -0.339 0.437 1.858
H -10.605 -11.380 11.216 -0.050 0.371 -0.718
H -9.408 -12.227 10.272 -0.136 0.019 -0.170
H -10.286 -11.373 8.053 -0.066 -0.214 0.679
H -10.131 -9.979 9.055 0.058 0.253 0.272
H -12.569 -10.273 8.024 -0.017 -0.056 -0.464
H -12.365 -10.061 9.768 -0.604 -0.120 -0.023
H -11.169 -13.817 9.464 0.586 -0.524 -0.476
H -11.842 -13.371 11.037 0.523 0.190 -0.381
C -16.623 -11.500 12.337 -0.080 0.356 0.674
C -16.268 -12.976 12.336 0.371 0.047 -1.328
C -16.834 -13.533 11.026 0.122 -1.156 0.210
S -18.401 -12.718 10.765 0.502 0.071 -0.058
O -19.423 -13.620 11.199 -0.879 -0.324 0.186
O -18.498 -12.096 9.463 0.208 -0.160 0.377
C -18.124 -11.475 12.025 -0.103 1.036 0.485
H -16.105 -10.949 11.559 0.448 -0.016 -0.075
H -16.351 -11.094 13.343 -0.539 0.097 -0.903
H -16.795 -13.467 13.145 0.350 -0.165 0.457
H -15.173 -13.109 12.326 -0.522 -0.204 0.406
H -16.930 -14.641 11.044 -0.385 0.803 -0.045
H -16.232 -13.286 10.186 0.733 0.384 -0.644
H -18.610 -11.843 12.924 -0.524 0.116 -0.086
H -18.545 -10.496 11.687 0.346 -0.868 0.321
```
Forces are in eV/Å.

Output
orbital gap: 9.89 eV
DFT total energy: -3950.74840 Ha
total charge: 0
SMILES: CCOS(C)(=O)=O.CCOS(C)(=O)=O.O=S1(=O)CCCC1.O=S1(=O)CCCC1.O=S1(=O)CCCC1.CO.CO.CO

Okay, here come the Mulliken numbers, in e, for every atom:
1. O -0.67
2. S 1.03
3. O -0.61
4. O -0.35
5. C -0.30
6. C -0.91
7. C -0.70
8. H 0.30
9. H 0.34
10. H 0.22
11. H 0.38
12. H 0.24
13. H 0.43
14. H 0.16
15. H 0.29
16. O -0.61
17. S 0.91
18. O -0.50
19. O -0.15
20. C -0.18
21. C -1.25
22. C -0.75
23. H 0.29
24. H 0.29
25. H 0.26
26. H 0.29
27. H 0.46
28. H 0.12
29. H 0.41
30. H 0.41
31. C -0.40
32. O -0.51
33. H 0.44
34. H -0.09
35. H 0.23
36. H 0.25
37. C -0.35
38. O -0.62
39. H 0.08
40. H 0.36
41. H 0.02
42. H 0.03
43. C -0.15
44. O 1.00
45. H 0.51
46. H 0.01
47. H -0.65
48. H -0.13
49. C -0.85
50. C 0.26
51. C 1.07
52. S 1.08
53. O -0.68
54. O -0.73
55. C -0.82
56. H 0.41
57. H 0.32
58. H -0.18
59. H 0.03
60. H -0.55
61. H -0.17
62. H 0.47
63. H 0.34
64. C 0.76
65. C -0.89
66. C -0.37
67. S 0.96
68. O -0.73
69. O -0.45
70. C -1.00
71. H -0.69
72. H 0.47
73. H 0.36
74. H 0.37
75. H 0.54
76. H -0.09
77. H 0.50
78. H 0.33
79. C 0.37
80. C -0.53
81. C -0.68
82. S 1.15
83. O -0.68
84. O -0.68
85. C -0.82
86. H 0.26
87. H -0.33
88. H 0.53
89. H -0.07
90. H 0.47
91. H 0.24
92. H 0.41
93. H 0.42

2.
# C5H12N2

A single C5H12N2 molecule in a non-equilibrium geometry (ωB97M-V with the def2-TZVPD basis set, OMol25).

```
19
Properties=species:S:1:pos:R:3:forces:R:3
C -0.695 -2.868 -1.265 0.998 -0.561 1.076
C -0.023 -1.486 -1.505 -0.753 -0.932 -0.951
C -1.034 -0.404 -1.091 1.708 0.587 0.016
C -0.734 0.076 0.339 -0.539 2.055 -0.109
N 0.558 0.745 0.654 -0.251 -1.070 -1.432
C 0.602 1.983 1.284 -0.024 -0.146 0.040
N 1.641 2.347 1.915 -0.444 -0.127 0.437
H 0.076 -3.620 -1.057 -0.082 -0.101 -0.400
H -1.310 -2.929 -0.361 0.096 0.549 0.103
H -1.359 -3.255 -2.037 0.283 0.419 -0.425
H 0.334 -1.494 -2.547 -0.765 0.408 -0.066
H 0.958 -1.353 -1.031 -0.479 -0.274 0.710
H -2.066 -0.754 -1.117 0.119 -0.213 0.016
H -1.015 0.495 -1.724 0.210 -0.265 -0.063
H -1.403 0.928 0.365 -0.868 -0.009 0.836
H -1.021 -0.645 1.106 0.265 -0.050 -0.074
H 1.264 0.635 -0.062 0.261 -0.222 0.390
H -0.284 2.633 1.173 -0.121 -0.496 0.394
H 1.400 3.168 2.465 0.384 0.447 -0.498
```
Forces are in eV/Å.

Output
orbital gap: 10.00 eV
DFT total energy: -307.17306 Ha
total charge: 0
SMILES: [H]/N=C/NCCCC

Okay, here come the Mulliken numbers, in e, for every atom:
1. C -1.27
2. C -0.33
3. C -0.85
4. C -0.43
5. N -0.21
6. C 0.07
7. N -0.64
8. H 0.35
9. H 0.32
10. H 0.33
11. H 0.36
12. H 0.30
13. H 0.37
14. H 0.37
15. H 0.27
16. H 0.21
17. H 0.22
18. H 0.29
19. H 0.27

3.
# C14H23BBrFN3O

A gas-phase ion, C14H23BBrFN3O (charge +1) in a non-equilibrium geometry (ωB97M-V with the def2-TZVPD basis set, OMol25).

```
44
Properties=species:S:1:pos:R:3:forces:R:3
C 3.869 -1.359 0.500 -0.097 -0.545 -0.325
N 4.103 -0.131 -0.376 -1.989 0.077 0.965
C 4.786 0.983 0.388 0.473 0.839 0.266
B 2.793 0.329 -1.021 2.071 0.730 -1.994
O 2.835 0.767 -2.461 -2.551 -0.462 3.791
C 1.341 0.321 -0.233 -0.344 -2.908 0.504
C 0.381 -0.750 -1.019 -1.536 0.751 0.380
C -0.023 -1.971 0.045 1.048 -0.156 -0.666
C -0.920 -3.160 -0.652 -0.326 0.097 0.749
C -2.540 -3.013 -0.446 -0.106 -1.111 0.117
F -2.913 -2.339 0.843 0.992 -1.116 -2.943
C -0.853 0.250 -1.503 -0.039 -1.477 -0.718
C -0.826 1.679 -0.700 -2.888 -2.515 -1.296
C -2.092 1.780 0.336 -3.798 0.517 3.506
C -2.102 2.583 1.752 -2.396 -1.915 -1.818
C -3.431 2.600 2.647 0.368 -0.284 -0.512
N -4.762 1.956 2.471 6.422 -0.279 -5.211
C -4.705 1.241 1.166 0.720 0.207 -0.262
C -3.546 1.098 0.068 1.428 1.765 2.646
N 0.576 1.621 -0.060 -0.874 0.764 1.228
Br 1.362 3.241 -0.603 1.092 0.553 -0.059
H 3.349 -2.163 -0.212 1.310 1.446 1.770
H 3.163 -1.152 1.413 1.180 -0.297 -1.494
H 4.883 -1.767 0.950 -2.076 0.791 -1.195
H 4.524 0.950 1.546 0.475 0.077 -2.315
H 5.973 0.959 0.272 -2.692 -0.067 0.204
H 4.396 1.997 -0.049 0.958 -1.680 0.895
H 1.887 1.056 -2.704 2.239 -0.586 0.246
H 1.323 -0.113 0.877 0.665 1.023 -2.380
H 0.726 -1.231 -2.028 0.096 0.970 2.158
H 1.021 -2.475 0.326 -2.215 1.133 -0.581
H -0.464 -1.557 1.056 0.548 -0.798 -2.193
H -0.732 -3.226 -1.821 -0.256 0.096 2.485
H -0.597 -4.173 -0.138 -0.630 2.096 -1.208
H -2.970 -4.116 -0.357 0.738 2.530 -0.178
H -3.044 -2.493 -1.380 0.867 -0.681 2.313
H -0.733 0.478 -2.645 -0.147 -0.426 2.119
H -1.774 -0.468 -1.411 1.292 2.067 0.055
H -0.868 2.476 -1.566 0.175 -1.281 2.326
H -1.135 3.149 2.114 -2.313 -1.126 -0.630
H -3.355 3.247 3.650 -0.126 -1.634 -2.485
H -5.723 0.674 0.899 2.566 1.397 0.615
H -3.731 0.485 -0.921 0.222 1.414 2.389
H 0.546 1.738 0.986 -0.545 0.002 -1.261
```
Forces are in eV/Å.

Output
orbital gap: 7.20 eV
DFT total energy: -3484.88586 Ha
total charge: +1
SMILES: CN(C)B(O)[C@@H]1[C@@H](CCCF)C[C@@H](c2ccncc2)[N@@H+]1Br

Okay, here come the Mulliken numbers, in e, for every atom:
1. C -0.71
2. N -0.04
3. C -0.83
4. B 0.76
5. O -0.62
6. C -0.87
7. C 0.18
8. C -0.56
9. C -0.61
10. C -0.29
11. F -0.32
12. C -0.14
13. C 0.12
14. C 0.16
15. C -0.52
16. C -0.18
17. N -0.41
18. C -0.21
19. C -0.33
20. N 0.00
21. Br 0.13
22. H 0.18
23. H 0.24
24. H 0.33
25. H 0.25
26. H 0.27
27. H 0.27
28. H 0.31
29. H 0.11
30. H 0.32
31. H 0.22
32. H 0.36
33. H 0.25
34. H 0.37
35. H 0.31
36. H 0.26
37. H 0.30
38. H -0.13
39. H 0.53
40. H 0.19
41. H 0.28
42. H 0.28
43. H 0.25
44. H 0.54

4.
# C17H14F2N2

2 unconnected molecules or ions with the total composition C17H14F2N2 in a non-equilibrium geometry (ωB97M-V with the def2-TZVPD basis set, OMol25).

```
35
Properties=species:S:1:pos:R:3:forces:R:3
F -3.436 4.175 0.987 0.293 -1.313 -0.005
C -3.177 2.821 0.910 0.757 1.266 0.081
C -4.268 1.962 0.855 0.701 -0.558 -0.011
C -3.967 0.594 0.793 -0.161 0.062 0.057
C -2.652 0.138 0.745 0.615 0.077 -0.379
C -1.531 1.030 0.719 -1.163 0.557 0.379
C -0.233 0.442 0.583 0.194 0.265 0.460
C 1.062 1.040 0.716 0.969 0.472 0.299
C 2.186 0.154 0.715 -0.558 -0.032 -0.363
C 3.500 0.611 0.779 0.169 0.213 0.071
C 3.791 1.984 0.856 -0.669 -0.657 -0.001
C 2.695 2.839 0.917 -0.765 1.181 0.074
F 2.948 4.193 0.999 -0.285 -1.293 0.000
C 1.358 2.435 0.891 0.614 -0.426 -0.275
C -1.838 2.425 0.881 -0.555 -0.527 -0.281
H -5.286 2.362 0.873 0.429 -0.224 -0.023
H -4.783 -0.126 0.761 0.230 0.129 0.050
H -2.427 -0.931 0.700 -0.228 0.291 -0.159
H -0.215 -0.636 0.350 0.053 0.088 -0.125
H 1.963 -0.911 0.613 0.205 0.266 -0.148
H 4.318 -0.107 0.744 -0.261 0.176 0.015
H 4.809 2.389 0.879 -0.478 -0.236 -0.028
H 0.573 3.180 0.973 0.695 -0.110 -0.105
H -1.057 3.178 0.958 -0.703 -0.144 -0.142
C 1.293 -4.091 -0.281 0.205 -0.345 0.392
C 0.664 -3.348 -1.384 -1.307 1.155 -2.943
N 0.493 -3.950 -2.600 0.032 0.563 0.985
C -0.086 -3.011 -3.398 0.084 1.148 1.335
C -0.249 -1.810 -2.654 0.174 -1.854 -0.850
N 0.206 -2.045 -1.384 0.606 -0.480 0.865
H 1.422 -3.426 0.588 0.044 -0.435 -0.095
H 0.663 -4.967 -0.027 0.381 0.450 0.179
H 2.270 -4.490 -0.625 -0.418 0.257 0.396
H -0.362 -3.241 -4.417 0.042 0.128 -0.030
H -0.646 -0.863 -3.012 0.057 -0.111 0.324
```
Forces are in eV/Å.

Output
orbital gap: 2.14 eV
DFT total energy: -965.30241 Ha
total charge: 0

Okay, here come the Mulliken numbers, in e, for every atom:
1. F -0.31
2. C 0.20
3. C -0.47
4. C -0.48
5. C -0.71
6. C 1.02
7. C -0.18
8. C 1.17
9. C -0.57
10. C -0.53
11. C -0.45
12. C 0.18
13. F -0.31
14. C -0.68
15. C -0.66
16. H 0.45
17. H 0.38
18. H 0.43
19. H 0.14
20. H 0.36
21. H 0.40
22. H 0.44
23. H 0.54
24. H 0.55
25. C -0.92
26. C 0.36
27. N -0.75
28. C -0.42
29. C -0.55
30. N -0.07
31. H 0.22
32. H 0.25
33. H 0.21
34. H 0.41
35. H 0.35

5.
# C2H4O2S

2 unconnected molecules or ions with the total composition C2H4O2S in a non-equilibrium geometry (ωB97M-V with the def2-TZVPD basis set, OMol25).

```
9
Properties=species:S:1:pos:R:3:forces:R:3
C 2.362 -0.164 -0.094 0.506 -2.612 -0.381
C -1.038 -0.853 -0.709 -0.880 -0.658 -0.104
O 1.575 -0.938 -0.600 0.578 1.339 0.079
O -0.600 1.148 0.834 -0.038 -0.298 0.318
S -0.872 -0.308 0.814 -0.337 0.118 -1.649
H 2.194 0.799 0.340 -0.874 0.978 0.000
H 3.372 -0.562 0.029 0.641 0.303 0.091
H -1.064 -0.118 -1.600 0.236 -1.508 1.594
H -1.159 -2.005 -0.813 0.169 2.339 0.052
```
Forces are in eV/Å.

Output
orbital gap: 9.20 eV
DFT total energy: -627.16740 Ha
total charge: 0

Okay, here come the Mulliken numbers, in e, for every atom:
1. C -0.10
2. C -0.35
3. O -0.37
4. O -0.53
5. S 0.33
6. H 0.26
7. H 0.25
8. H 0.26
9. H 0.26

Q: What is the total charge in the fifth record?
A: 0